A molecular structure, C14H34NO3P2RuSi in a non-equilibrium geometry, computed with ωB97M-V/def2-TZVPD.

## Properties
- Frontier orbital gap (alpha / beta): 4.769 / 6.780 eV
- Multiplicity: 6
- Highest occupied orbital energy (alpha / beta): -4.4 / -8.3 eV

Each line ends with the natural charge from an NBO analysis.
Element x y z (Å)
C (3.580, 2.226, 0.975)  -0.25
C (2.412, 1.411, 1.057)  0.15
N (1.917, 0.851, -0.118)  -0.62
C (2.761, 0.677, -1.147)  0.10
C (4.047, 1.198, -1.133)  -0.16
C (4.447, 2.031, -0.084)  -0.35
C (1.801, 1.048, 2.260)  -0.52
P (0.323, 0.026, 2.202)  1.08
Ru (0.111, -0.047, -0.135)  0.37
P (0.524, -0.399, -2.293)  1.19
C (2.303, -0.211, -2.271)  -0.78
O (0.112, 5.100, 2.036)  -0.95
O (-2.663, 2.930, 1.114)  -0.94
H (3.823, 2.867, 1.828)  0.20
H (4.666, 0.946, -1.984)  0.21
H (5.425, 2.496, -0.131)  0.21
C (1.078, -1.270, 3.242)  -0.94
C (-1.161, 0.580, 3.148)  -0.94
H (2.614, 0.178, -3.237)  0.23
H (2.717, -1.219, -2.149)  0.24
H (0.547, 4.476, 2.621)  0.47
H (2.137, 1.545, 3.163)  0.22
C (0.109, -1.964, -3.039)  -0.96
C (-0.110, 0.929, -3.356)  -0.97
H (-0.796, 1.178, -0.753)  0.01
H (-3.334, 3.064, 0.440)  0.47
H (-1.917, 3.407, 0.668)  0.47
H (0.727, 5.244, 1.290)  0.47
H (0.390, -1.383, 0.812)  -0.08
H (-0.897, 0.785, -1.409)  0.09
H (1.455, -0.722, 4.116)  0.22
H (0.396, -2.075, 3.533)  0.24
H (1.922, -1.655, 2.653)  0.25
H (-0.816, 0.982, 4.121)  0.23
H (-1.721, 1.333, 2.553)  0.29
H (-1.784, -0.317, 3.336)  0.25
H (0.299, 0.743, -4.350)  0.23
H (-1.208, 0.891, -3.355)  0.25
H (0.220, 1.899, -2.961)  0.25
H (0.537, -1.936, -4.051)  0.23
H (0.570, -2.759, -2.434)  0.26
H (-0.984, -2.089, -3.057)  0.28
C (-2.058, -3.693, 0.859)  -1.14
Si (-2.778, -2.389, -0.309)  1.92
C (-3.092, -3.272, -1.958)  -1.14
C (-4.448, -1.841, 0.389)  -1.13
O (-1.766, -1.150, -0.455)  -1.24
H (-2.720, -4.567, 0.944)  0.23
H (-1.905, -3.283, 1.866)  0.22
H (-1.086, -4.034, 0.481)  0.23
H (-3.888, -4.028, -1.924)  0.23
H (-3.377, -2.546, -2.728)  0.22
H (-2.187, -3.788, -2.300)  0.22
H (-4.348, -1.489, 1.423)  0.23
H (-4.846, -1.007, -0.203)  0.23
H (-5.197, -2.646, 0.383)  0.23

---

2 unconnected molecules or ions with the total composition C4H7NO2, computed with ωB97M-V/def2-TZVPD.

## Properties
- Frontier orbital gap (alpha / beta): 8.418 / 8.417 eV
- Multiplicity: 1
- SMILES string: O=NC1=CCC1.O
- Energy relative to the best compared isomer or geometry (same formula, charge and spin): 112.1 kcal/mol
- Highest occupied orbital energy (alpha / beta): -9.5 / -9.5 eV

Each line ends with the natural charge from an NBO analysis.
Element x y z (Å)
O (-1.561, -1.404, 1.403)  -0.32
N (-1.396, -0.196, 1.446)  0.14
C (-0.452, 0.332, 0.541)  -0.01
C (0.107, 1.733, 0.538)  -0.41
C (0.979, 1.232, -0.654)  -0.43
C (0.182, -0.040, -0.592)  -0.05
O (0.071, -2.847, -0.350)  -0.96
H (-0.472, -2.422, 0.340)  0.48
H (0.622, 2.087, 1.433)  0.21
H (-0.636, 2.468, 0.217)  0.22
H (2.029, 1.075, -0.382)  0.23
H (0.931, 1.793, -1.591)  0.22
H (0.135, -0.890, -1.255)  0.24
H (-0.538, -2.921, -1.094)  0.46

---

2 unconnected molecules or ions with the total composition C3H6F3O2P in a non-equilibrium geometry, computed with ωB97M-V/def2-TZVPD.

## Properties
- Frontier orbital gap (alpha / beta): 8.773 / 8.900 eV
- Multiplicity: 3
- Energy relative to the best compared isomer or geometry (same formula, charge and spin): 0.0 kcal/mol
- Highest occupied orbital energy (alpha / beta): -8.1 / -11.3 eV

Each line ends with the natural charge from an NBO analysis.
Element x y z (Å)
C (-1.407, 0.050, 1.983)  -0.62
C (-1.073, -0.446, 0.584)  -0.05
C (2.343, -0.818, -1.639)  0.98
O (-0.793, 2.412, -2.107)  -0.99
O (-1.236, 0.490, -0.499)  -0.81
F (3.447, -0.210, -2.169)  -0.32
F (1.912, -1.815, -2.469)  -0.32
F (2.676, -1.497, -0.492)  -0.34
P (-0.200, 1.530, -1.080)  1.60
H (-1.197, 1.051, 2.082)  0.21
H (-2.322, -0.171, 2.266)  0.21
H (-0.859, -0.486, 2.713)  0.22
H (-1.646, -1.279, 0.373)  0.19
H (-0.144, -0.816, 0.513)  0.17
H (0.499, 2.005, -0.058)  -0.13

---

3 unconnected molecules or ions with the total composition C4H13NO2 in a non-equilibrium geometry, computed with ωB97M-V/def2-TZVPD.

## Properties
- Frontier orbital gap: 9.214 eV
- Multiplicity: 1
- SMILES string: C=C(N)CC.O.O
- Energy relative to the best compared isomer or geometry (same formula, charge and spin): 28.9 kcal/mol
- Highest occupied orbital energy: -8.6 eV

Each line ends with the natural charge from an NBO analysis.
Element x y z (Å)
C (-1.735, -0.892, 1.860)  -0.62
C (-1.066, -0.667, 0.525)  -0.44
C (0.175, 0.172, 0.568)  0.18
C (1.370, -0.329, 0.284)  -0.51
N (0.106, 1.462, 1.145)  -0.86
H (-1.203, -1.456, 2.619)  0.22
H (-2.147, 0.059, 2.228)  0.20
H (-2.707, -1.338, 1.667)  0.22
H (-0.861, -1.646, 0.085)  0.21
H (-1.703, -0.174, -0.264)  0.21
H (1.686, -1.256, -0.168)  0.22
H (2.293, 0.257, 0.336)  0.19
H (-0.570, 1.595, 1.876)  0.38
H (0.943, 2.008, 1.234)  0.39
H (1.238, 1.519, -1.255)  0.47
H (0.688, 2.767, -0.954)  0.46
O (1.411, 2.442, -1.518)  -0.94
H (-0.945, -1.711, -2.168)  0.46
H (-0.143, -2.915, -1.766)  0.46
O (-0.131, -2.170, -2.363)  -0.92